C7H9N5O | ωB97M-V/def2-TZVPD

Properties
Gap between HOMO and LUMO = 0.3577 Ha
Electronic energy = -621.05806 hartree
Relative energy (zero: lowest compared OMol25 entry of this formula, charge and spin) = 88.83 kcal per mole
SMILES = CN[C@@H](c1nnn[nH]1)c1ccco1
Molar mass = 179.2 Da

Each atom is followed by the atoms it is bonded to, with distances in Å.
Positions of all 22 atoms, in Å:
1 H 2.63612 0.49056 1.72424  N8 1.061
2 N 0.49073 1.40326 0.04682  C9 1.452, H11 1.040, C20 1.484
3 H 0.96531 0.35117 -1.72888  C20 1.090
4 O -0.29287 -1.83066 -1.23800  C13 1.350, C21 1.381
5 N 4.36096 -0.79775 -0.53577  N18 1.299, N19 1.264
6 H 0.19413 -0.81702 1.79699  C15 1.042
7 C -0.97011 -2.46650 0.77033  H12 1.031, C13 1.355, C15 1.411
8 N 3.08958 0.11480 0.84161  H1 1.061, C14 1.319, N19 1.363
9 C -0.84816 1.74764 -0.39828  N2 1.452, H10 1.164, H16 1.155, H22 1.041
10 H -1.06969 1.33774 -1.46536  C9 1.164
11 H 1.00654 2.24444 -0.28106  N2 1.040
12 H -1.33050 -3.05715 1.53447  C7 1.031
13 C -1.03433 -2.73058 -0.55719  O4 1.350, C7 1.355, H17 1.063
14 C 2.42756 0.04668 -0.29745  N8 1.319, N18 1.337, C20 1.450
15 C -0.13326 -1.34691 0.96198  H6 1.042, C7 1.411, C21 1.348
16 H -1.65363 1.21696 0.23695  C9 1.155
17 H -1.78279 -3.19287 -1.15370  C13 1.063
18 N 3.27657 -0.48858 -1.18065  N5 1.299, C14 1.337
19 N 4.29310 -0.50751 0.69240  N5 1.264, N8 1.363
20 C 1.03104 0.20988 -0.64993  N2 1.484, H3 1.090, C14 1.450, C21 1.486
21 C 0.27563 -1.01535 -0.27910  O4 1.381, C15 1.348, C20 1.486
22 H -1.05358 2.76693 -0.34334  C9 1.041